This record from OMol25 describes a cluster of 2 separate species, C17H28N3O3 in total. The level of theory is ωB97M-V with the def2-TZVPD basis set.

Structure (XYZ):
```
51
Properties=species:S:1:pos:R:3:forces:R:3:lowdin_charge:R:1
O -3.8511 2.9066 1.5711 1.5350 0.3803 -1.6016 0.012
N -3.9744 1.5629 1.6890 0.5687 -3.8268 1.1285 -0.032
C -3.1623 0.7778 2.5172 0.7304 1.1708 -0.4639 -0.081
N -2.0903 1.5120 3.2845 -2.0119 -2.7339 -2.9952 0.051
C -1.1607 0.5926 4.0434 0.3307 -0.4164 0.2196 -0.169
C -2.1005 -0.5257 4.7967 1.4644 -0.5323 -0.2987 -0.120
C -2.7705 -1.4562 3.6275 0.5139 -2.0572 2.3740 -0.302
C -1.6466 -2.5708 3.1508 -0.8966 -0.2516 0.4541 -0.165
C -2.0247 -3.3418 1.7513 0.9255 -0.2224 -0.1545 -0.203
C -0.5610 -3.7179 1.0350 -0.8268 0.5712 0.6001 -0.184
C 0.0291 -2.3020 0.4502 1.8041 3.8020 -2.0187 -0.147
C 1.2519 -1.4243 1.1753 -1.5579 1.0451 -2.6918 -0.061
C 1.8450 -0.0060 0.6044 -2.9250 -1.8431 -1.8676 -0.089
C 1.2697 0.6417 -0.7881 -1.7274 -4.0594 1.9494 -0.067
C 0.0510 -0.1948 -1.5670 1.3363 -1.0598 3.1640 -0.048
C -0.5719 -1.6193 -0.9507 3.0416 1.9474 1.9811 -0.022
N -3.4281 -0.7059 2.4951 -0.2810 4.3419 2.0329 0.089
H -3.2913 3.0317 0.7275 -1.1134 0.0530 1.6551 0.176
H -4.7269 1.1136 1.0951 1.2874 0.6820 1.0806 0.200
H -1.5595 2.1630 2.6370 -1.1541 -0.8187 1.0255 0.156
H -0.5351 1.2760 4.7799 -1.4243 -1.5734 -1.4920 0.149
H -0.4327 0.1031 3.2337 -1.4159 0.7820 2.0430 0.127
H -1.3577 -1.2318 5.4090 -1.7075 1.5014 -1.3843 0.142
H -2.8527 -0.0919 5.5811 1.3403 -0.5195 -1.8095 0.133
H -3.6343 -2.0876 4.1571 1.7769 1.4432 -1.2796 0.167
H -0.5890 -2.0695 3.1708 -2.0097 -0.9587 -0.4747 0.088
H -1.6333 -3.4020 4.0068 -0.0214 1.9017 -1.7715 0.139
H -2.5983 -2.6900 0.9653 0.9501 -1.0961 1.7845 0.095
H -2.6544 -4.3264 1.9904 1.4397 2.1889 -0.5555 0.127
H 0.0961 -4.1610 1.9276 -1.0875 0.9994 -2.3195 0.126
H -0.7593 -4.5406 0.1980 0.7483 1.9922 1.7324 0.129
H 1.7107 -1.8418 2.1710 -0.9200 0.8399 -2.1745 0.083
H 2.6966 0.5220 1.2445 -2.0382 -1.2545 -1.6654 0.089
H 1.7028 1.6596 -1.1963 -1.0455 -2.4525 0.8123 0.086
H -0.3675 0.2590 -2.5888 1.0771 -1.2941 2.5205 0.082
H -1.4477 -2.1481 -1.5187 1.9393 1.1226 1.1234 0.084
H -4.4681 -0.8109 2.6494 1.4043 0.1564 -0.6906 0.154
O 1.2112 0.5595 -4.5543 1.9478 0.9540 -0.2838 0.056
C 2.2117 1.1871 -4.8978 -1.2606 -0.6725 0.6140 -0.498
O 3.3893 0.9939 -4.2612 -0.4250 -0.5061 0.0072 -0.011
C 4.6528 1.5213 -4.7069 0.1348 0.2357 0.0059 -0.226
C 4.8608 2.9323 -4.1936 -0.1490 0.1775 0.0433 -0.068
C 2.1251 2.2437 -5.9576 0.0216 -0.1578 -0.7743 0.007
H 4.7494 1.4486 -5.7943 -0.1391 0.0572 0.1119 0.117
H 5.4252 0.8693 -4.2849 -0.3852 -0.0538 -0.0057 0.126
H 4.1011 3.6167 -4.5802 0.1255 -0.0454 -0.0682 0.067
H 5.8457 3.3072 -4.4857 -0.1085 -0.0574 0.0410 0.085
H 4.7830 2.9572 -3.1019 0.1057 -0.0872 -0.1425 0.083
H 1.7962 3.1821 -5.5054 0.0589 -0.0859 -0.0473 0.099
H 1.3890 1.9256 -6.7036 -0.0070 0.1260 0.3462 0.097
H 3.0564 2.4002 -6.4991 0.0303 0.1651 0.1802 0.073
```
Forces are in eV/Å.

- Kohn-Sham gap (eV) = 7.23
- charge = +1
- molecular weight (g mol⁻¹) = 322.43
- HOMO energy (eV) = -10.6
- 2S+1 = 1
- E (Eh) = -1053.8554